No. 1
C22H20N5OSSe4Sm | ωB97M-V/def2-TZVPD

Computed properties:
maximum force: 2.0 eV/A
net charge: 0
E_LUMO (spin up / spin down): -0.626 / -0.617 eV
2S+1: 6
energy above the lowest of the compared OMol25 structures with the same formula, charge and spin: 0.0 kcal/mol

Each line ends with the natural charge from an NBO analysis.
Element x y z (Å)
Sm -0.915 0.057 1.913  1.52
C -1.874 4.440 0.670  -0.28
C -1.457 4.660 -0.624  -0.15
C -0.814 3.627 -1.260  -0.26
C -0.405 2.496 -0.565  0.38
N -0.807 2.311 0.729  -0.54
C -1.551 3.256 1.310  0.07
N 0.381 1.608 -1.226  -0.57
C 1.013 0.613 -0.754  0.47
N 1.015 -0.054 0.442  -0.72
C 1.923 -1.088 0.312  0.48
N 2.274 -2.021 1.130  -0.53
C 1.812 -2.190 2.432  0.39
C 2.681 -2.895 3.275  -0.25
C 2.357 -3.091 4.579  -0.14
C 1.094 -2.685 4.993  -0.27
C 0.312 -1.979 4.129  0.07
N 0.647 -1.708 2.871  -0.55
C 2.603 -1.044 -1.020  -0.11
C 3.692 -1.675 -1.566  -0.17
C 4.166 -1.299 -2.819  -0.21
C 3.551 -0.243 -3.513  -0.20
C 2.480 0.455 -2.920  -0.21
C 2.017 0.011 -1.679  -0.01
H -2.427 5.197 1.212  0.22
H -1.716 5.580 -1.147  0.22
H -0.470 3.765 -2.264  0.23
H -1.840 3.067 2.342  0.24
H 3.612 -3.175 2.830  0.23
H 3.077 -3.602 5.255  0.22
H 0.762 -2.879 5.991  0.23
H -0.680 -1.640 4.441  0.23
H 4.197 -2.461 -1.013  0.23
H 4.948 -1.889 -3.274  0.22
H 3.940 0.033 -4.515  0.22
H 2.045 1.342 -3.389  0.23
Se -0.253 1.633 4.255  -0.53
Se -2.233 0.787 5.287  -0.02
Se -3.550 0.758 3.382  -0.03
Se -3.229 -1.461 2.738  -0.51
O -1.977 -0.164 -0.067  -1.03
S -3.055 -0.918 -0.874  1.27
C -3.424 0.357 -2.079  -0.59
C -2.139 0.518 -2.919  -0.41
C -1.710 -0.930 -3.262  -0.42
C -1.928 -1.853 -2.035  -0.56
H -3.644 1.218 -1.521  0.25
H -4.327 0.073 -2.679  0.23
H -1.404 1.004 -2.308  0.25
H -2.364 1.081 -3.826  0.22
H -0.650 -0.934 -3.649  0.24
H -2.390 -1.282 -4.036  0.21
H -1.032 -1.937 -1.421  0.25
H -2.337 -2.848 -2.294  0.24


No. 2
C22H21BIrN6 | ωB97M-V/def2-TZVPD

Computed properties:
maximum force: 0.6 eV/A
net charge: 0
E_LUMO (spin up / spin down): -0.670 / -0.668 eV
2S+1: 2
energy above the lowest of the compared OMol25 structures with the same formula, charge and spin: 9.2 kcal/mol

Each line ends with the natural charge from an NBO analysis.
Element x y z (Å)
Ir 0.522 0.429 -0.099  0.60
N 0.236 0.472 2.179  -0.85
C -0.592 1.611 2.476  0.22
C -0.741 2.129 3.729  -0.23
C -1.626 3.203 3.966  -0.19
C -2.370 3.719 2.946  -0.18
C -2.230 3.212 1.632  -0.08
C -2.959 3.721 0.527  -0.12
C -2.742 3.206 -0.712  -0.25
C -1.767 2.198 -0.880  0.09
N -1.076 1.705 0.122  -0.39
C -1.315 2.175 1.393  0.12
H 1.090 0.470 2.725  0.40
H -0.276 -0.381 2.394  0.41
H -0.185 1.696 4.552  0.22
H -1.725 3.598 4.967  0.22
H -3.068 4.527 3.122  0.22
H -3.675 4.517 0.687  0.22
H -3.274 3.567 -1.580  0.23
H -1.523 1.809 -1.859  0.24
B 1.152 -3.088 0.725  0.18
N 2.232 -2.105 0.151  -0.27
C 3.495 -2.523 -0.004  -0.01
C 4.291 -1.455 -0.369  -0.35
C 3.410 -0.381 -0.428  -0.02
N 2.179 -0.784 -0.101  -0.27
N -0.317 -2.556 0.648  -0.27
C -1.377 -3.330 0.917  -0.02
C -2.529 -2.576 0.784  -0.35
C -2.064 -1.314 0.421  -0.06
N -0.731 -1.321 0.340  -0.35
H 1.208 -4.097 0.065  -0.04
H 1.410 -3.309 1.891  -0.06
H 3.738 -3.558 0.168  0.22
H 5.346 -1.458 -0.577  0.23
H 3.576 0.646 -0.699  0.23
H -1.236 -4.367 1.175  0.23
H -3.546 -2.897 0.918  0.23
H -2.611 -0.413 0.195  0.21
C 1.087 1.249 -1.585  -0.06
C 1.468 1.755 -2.808  -0.29
C 2.257 2.939 -2.915  -0.20
C 2.614 3.435 -4.148  -0.22
C 2.216 2.796 -5.325  -0.25
C 1.447 1.632 -5.242  -0.23
C 1.076 1.113 -4.023  -0.15
H 2.566 3.439 -2.006  0.21
H 3.215 4.335 -4.204  0.21
H 2.504 3.194 -6.288  0.21
H 1.142 1.125 -6.149  0.21
H 0.492 0.203 -3.962  0.20


No. 3
C22H21BrCsN5O12 | ωB97M-V/def2-TZVPD

Computed properties:
maximum force: 0.3 eV/A
net charge: -2
E_LUMO: 3.680 eV
energy above the lowest of the compared OMol25 structures with the same formula, charge and spin: 6.5 kcal/mol

Each line ends with the natural charge from an NBO analysis.
Element x y z (Å)
Cs -0.349 0.424 -0.124  0.95
O -2.199 2.948 -3.627  -0.75
C -2.094 1.814 -3.127  0.76
O -2.251 1.488 -1.920  -0.83
C -1.762 0.647 -4.055  -0.22
C -2.573 0.402 -5.118  -0.15
C -2.371 -0.722 -5.950  -0.09
C -1.339 -1.606 -5.706  -0.13
C -0.512 -1.369 -4.627  -0.15
C -0.612 -0.203 -3.761  0.53
O 0.224 0.078 -2.889  -0.71
N 0.518 -2.359 -4.389  0.53
O 0.886 -2.572 -3.248  -0.39
O 0.960 -2.983 -5.356  -0.46
N -3.255 -0.973 -7.047  0.53
O -3.073 -1.970 -7.748  -0.47
O -4.182 -0.193 -7.251  -0.45
H -3.388 1.082 -5.325  0.24
H -1.192 -2.470 -6.333  0.25
C -1.057 2.429 3.106  -0.26
O -1.680 2.410 1.840  -0.55
C -1.815 3.667 1.210  -0.10
C -0.500 4.397 0.985  -0.09
O 0.399 3.678 0.182  -0.55
C 0.056 3.689 -1.203  -0.29
H -1.513 3.187 3.759  0.14
H 0.019 2.606 3.038  0.19
H -1.200 1.442 3.544  0.20
H -2.493 4.314 1.791  0.15
H -2.292 3.456 0.251  0.23
H 0.012 4.578 1.932  0.18
H -0.728 5.379 0.539  0.16
H 0.082 4.715 -1.590  0.15
H -0.925 3.258 -1.411  0.23
H 0.806 3.087 -1.714  0.20
O 6.335 -2.210 0.209  -0.67
C 5.205 -1.454 0.102  0.34
C 4.010 -1.818 0.708  -0.34
C 2.913 -0.993 0.549  0.09
N 2.950 0.135 -0.171  -0.47
C 4.094 0.448 -0.720  0.20
Br 4.134 2.069 -1.731  0.03
C 5.268 -0.284 -0.637  -0.36
H 6.126 -2.999 0.724  0.48
H 3.925 -2.720 1.302  0.21
H 1.970 -1.232 1.031  0.25
H 6.180 0.027 -1.121  0.23
O 1.728 0.369 3.424  -0.50
N 1.075 -0.385 4.162  0.11
N 0.257 -1.195 3.542  0.08
O 0.101 -1.246 2.246  -0.71
C -0.482 -2.080 4.364  0.21
C -0.354 -2.100 5.757  -0.26
C -1.106 -2.992 6.501  -0.22
C -1.990 -3.873 5.886  -0.26
C -2.110 -3.846 4.505  -0.21
C -1.364 -2.958 3.742  -0.27
H 0.330 -1.418 6.238  0.23
H -0.997 -2.997 7.580  0.20
H -2.574 -4.567 6.478  0.20
H -2.794 -4.521 4.005  0.20
H -1.438 -2.915 2.666  0.25


No. 4
C22H21BrN2O3S2 | ωB97M-V/def2-TZVPD

Computed properties:
maximum force: 19.4 eV/A
net charge: 0
E_LUMO: 0.055 eV

Each line ends with the natural charge from an NBO analysis.
Element x y z (Å)
C 5.085 -0.147 -1.751  -0.68
C 4.468 -0.906 -0.655  -0.08
C 4.545 -2.390 -0.576  -0.16
C 4.172 -2.981 0.486  -0.30
C 3.649 -2.204 1.377  -0.09
C 3.603 -0.844 1.569  -0.28
C 4.108 -0.065 0.569  0.23
N 3.961 1.094 0.314  -0.83
S 2.857 2.052 1.097  2.16
O 3.127 3.492 0.783  -0.89
O 2.724 1.599 2.649  -0.89
C 1.327 1.631 0.330  -0.29
C 0.232 2.824 0.453  -0.16
C -1.054 2.456 0.115  -0.26
C -1.249 1.395 -0.889  0.17
C -0.206 0.566 -0.891  -0.25
C 0.956 0.839 -0.439  -0.25
H 1.789 0.014 -0.542  0.23
H -0.568 -0.473 -1.675  0.26
N -2.543 1.298 -1.172  -0.66
C -3.035 0.254 -2.098  0.71
O -2.408 -0.732 -2.229  -0.54
C -4.580 0.404 -2.234  -0.68
H -4.625 1.187 -2.983  0.25
H -5.010 -0.704 -2.764  0.26
S -5.599 1.236 -0.988  0.37
C -5.582 0.031 0.147  -0.68
C -4.278 -0.701 0.706  0.03
C -3.574 -1.650 0.346  -0.28
C -2.404 -2.001 0.692  -0.22
C -1.687 -1.340 1.482  -0.06
C -2.192 -0.064 1.832  -0.24
C -3.554 0.261 1.576  -0.20
H -3.932 1.320 1.834  0.22
H -1.649 0.665 2.603  0.25
Br 0.030 -1.856 2.129  0.08
H -1.918 -3.039 0.130  0.22
H -4.212 -2.302 -0.169  0.21
H -6.090 -0.999 -0.256  0.21
H -6.115 0.143 1.173  0.28
H -3.300 2.158 -0.908  0.44
H -1.702 3.252 0.508  0.23
H 0.547 3.581 1.280  0.24
H 4.387 1.763 -0.392  0.45
H 3.211 -0.480 2.325  0.22
H 3.108 -2.789 2.382  0.18
H 4.221 -3.961 0.546  0.21
H 5.041 -2.681 -1.412  0.20
H 4.334 0.283 -2.373  0.23
H 6.065 0.452 -1.449  0.23
H 5.518 -0.939 -2.586  0.22